Entry from OMol25: the molecule C5H12N2O (ωB97M-V/def2-TZVPD).

```
20
Properties=species:S:1:pos:R:3:lowdin_charge:R:1
C -2.695 -0.466 -0.581 -0.14
C -1.352 0.248 -0.275 -0.30
C -0.515 -0.649 0.639 -0.22
C 0.902 -0.182 1.064 -0.18
N 1.769 0.058 -0.044 -0.24
C 2.022 1.511 -0.340 -0.04
N 2.391 -0.826 -0.718 -0.07
O 2.274 -2.022 -0.357 -0.09
H -2.467 -1.444 -1.216 0.11
H -3.147 -1.077 0.274 0.08
H -3.465 0.112 -1.037 0.04
H -0.758 0.667 -1.207 0.12
H -1.698 1.226 0.239 0.12
H -1.200 -1.007 1.494 0.14
H -0.433 -1.588 0.053 0.11
H 1.353 -0.953 1.724 0.13
H 0.734 0.802 1.575 0.12
H 2.233 2.059 0.665 0.11
H 2.961 1.606 -0.967 0.09
H 1.089 1.927 -0.985 0.12
```

HOMO level in eV: -9.0
Net charge: 0
Relative energy (zero: lowest compared OMol25 entry of this formula, charge and spin) in kJ/mol: 435.4
SMILES: CCCCN(C)N=O
HOMO-LUMO gap in eV: 9.8
E_LUMO in eV: 0.826
Multiplicity: 1

=====

Entry from OMol25: a cluster of 2 separate species, C3H9FNO in total (ωB97M-V/def2-TZVPD).

```
15
Properties=species:S:1:pos:R:3:lowdin_charge:R:1
C 0.252 0.513 1.843 -0.10
C 0.256 0.109 -0.979 -0.12
C -1.052 0.264 -1.763 -0.14
N 0.731 -1.079 -1.054 0.19
O -0.685 0.281 0.839 -0.11
F -1.754 -0.917 -1.763 0.02
H -0.317 0.440 2.813 0.13
H 0.598 1.563 1.823 0.12
H 1.066 -0.043 2.000 0.04
H -0.661 0.615 -2.695 0.14
H 0.798 1.076 -0.719 0.19
H -1.596 1.141 -1.377 0.15
H -1.149 -0.576 0.744 0.14
H 1.665 -1.462 -0.824 0.18
H -0.132 -1.695 -1.285 0.18
```

HOMO level in eV: -15.5
Net charge: +1
Relative energy (zero: lowest compared OMol25 entry of this formula, charge and spin) in kJ/mol: 142.3
HOMO-LUMO gap in eV: 11.7
E_LUMO in eV: -3.786
Multiplicity: 1

=====

Entry from OMol25: a cluster of 2 separate species, C5H13N2O in total (ωB97M-V/def2-TZVPD).

```
21
Properties=species:S:1:pos:R:3:lowdin_charge:R:1
C -1.295 -1.328 -2.643 -0.07
C -0.007 -1.277 -2.253 -0.32
N 0.475 -1.341 -0.989 -0.11
C 1.854 -0.958 -0.795 -0.16
H -2.091 -1.390 -1.912 0.03
H -1.543 -1.289 -3.694 0.00
H 0.747 -1.195 -3.041 0.09
H -0.170 -1.006 -0.132 0.04
H 2.100 -1.078 0.260 0.07
H 2.533 -1.587 -1.384 0.06
H 2.057 0.089 -1.063 0.06
C 0.356 1.671 2.542 -0.19
N -0.997 1.712 2.004 -0.14
C -1.120 0.823 0.820 -0.50
O -0.780 -0.467 1.045 -0.29
H 0.699 0.653 2.767 0.06
H 0.422 2.291 3.440 0.05
H 1.041 2.098 1.801 0.06
H -1.622 1.322 2.703 0.07
H -0.491 1.306 0.038 0.09
H -2.169 0.951 0.486 0.09
```

HOMO level in eV: -3.3
Net charge: -1
Relative energy (zero: lowest compared OMol25 entry of this formula, charge and spin) in kJ/mol: 75.9
HOMO-LUMO gap in eV: 7.4
E_LUMO in eV: 4.126
Multiplicity: 1

=====

Entry from OMol25: the molecule C17H17ClN2OS (ωB97M-V/def2-TZVPD).

```
39
Properties=species:S:1:pos:R:3:lowdin_charge:R:1
C 3.646 4.446 3.186 -0.03
C 2.920 3.292 2.403 -0.11
C 3.070 3.181 0.923 -0.06
C 2.547 2.178 0.395 -0.13
C 1.760 1.306 1.184 -0.16
C 1.306 0.029 0.445 0.00
N 1.600 -0.062 -0.991 0.03
N 0.981 -0.961 -1.624 -0.04
C 0.040 -2.082 -1.010 -0.52
O 0.018 -2.518 -0.034 0.22
C -0.359 -2.938 -2.292 -0.58
S -0.749 -2.175 -3.670 0.87
C -1.975 -0.869 -3.239 -0.35
C -2.571 -1.386 -1.874 -0.35
C -2.486 -0.599 -0.668 -0.03
C -2.936 -1.202 0.485 -0.05
C -3.935 -2.259 0.283 -0.79
Cl -4.825 -2.785 1.594 0.73
C -4.085 -2.928 -0.821 -0.09
C -3.599 -2.196 -2.216 0.03
C 1.846 1.300 2.595 -0.02
C 2.449 2.318 3.347 0.03
H 4.570 4.432 3.368 0.00
H 3.795 5.220 2.624 0.01
H 3.134 4.757 4.058 0.08
H 3.760 3.961 0.337 0.16
H 2.698 2.122 -0.605 0.08
H 0.802 -0.647 1.162 0.10
H 1.065 -1.038 -2.577 0.04
H 0.603 -3.763 -2.492 0.18
H -1.209 -3.697 -1.756 0.15
H -2.565 -0.607 -4.041 0.04
H -1.375 0.160 -2.880 0.14
H -1.792 0.056 -0.518 0.05
H -2.886 -0.708 1.525 0.14
H -5.027 -3.640 -0.781 0.13
H -3.775 -2.896 -2.986 0.09
H 1.309 0.635 2.998 0.03
H 2.231 2.564 4.162 -0.01
```

HOMO level in eV: -7.2
Net charge: 0
Relative energy (zero: lowest compared OMol25 entry of this formula, charge and spin) in kJ/mol: 1427.4
SMILES: Cc1ccc(/C=N/NC(=O)CSCc2ccc(Cl)cc2)cc1
HOMO-LUMO gap in eV: 7.0
E_LUMO in eV: -0.230
Multiplicity: 1

=====

Entry from OMol25: a structure of composition C58H46AsClIO6PS2Sc (ωB97M-V/def2-TZVPD).

```
117
Properties=species:S:1:pos:R:3:lowdin_charge:R:1
Sc 14.240 14.646 16.729 0.50
S 12.683 15.981 18.413 0.52
C 10.909 15.936 18.163 -0.68
C 10.149 17.049 18.411 -0.12
C 8.760 17.160 18.036 -0.08
C 8.182 16.062 17.460 -0.12
C 8.892 14.894 17.224 -0.09
C 10.280 14.830 17.616 -0.40
As 11.386 13.249 17.338 1.30
C 10.203 12.398 16.062 -0.39
C 10.188 12.860 14.768 -0.08
C 9.208 12.313 13.865 -0.06
C 8.406 11.259 14.245 -0.11
C 8.575 10.668 15.506 -0.09
C 9.375 11.312 16.474 -0.12
C 10.832 12.357 19.041 -0.31
C 11.746 11.585 19.809 -0.08
C 11.236 10.757 20.838 -0.08
C 9.861 10.643 21.028 -0.10
C 8.986 11.415 20.324 -0.11
C 9.453 12.316 19.431 -0.11
H 10.648 17.919 18.946 0.11
H 8.271 18.048 18.343 0.08
H 7.126 15.966 17.250 0.09
H 8.407 13.989 16.933 0.08
H 10.855 13.590 14.441 0.02
H 9.099 12.703 12.892 0.08
H 7.529 10.959 13.665 0.10
H 7.917 9.805 15.772 0.11
H 9.326 10.951 17.512 0.09
H 12.840 11.589 19.607 0.11
H 11.966 10.155 21.372 0.10
H 9.572 9.845 21.709 0.10
H 8.004 11.330 20.601 0.08
H 8.754 12.857 18.883 0.07
I 15.949 15.473 19.772 1.16
C 14.884 17.070 20.493 -0.67
C 14.193 16.897 21.728 -0.17
C 13.639 17.924 22.453 -0.11
C 13.704 19.198 21.973 -0.02
C 14.417 19.491 20.728 -0.16
C 14.547 20.820 20.321 -0.07
C 15.049 21.167 19.101 -0.05
C 15.366 20.073 18.196 -0.07
C 15.296 18.731 18.554 -0.28
P 15.256 17.467 17.206 1.02
C 16.958 17.387 16.494 -0.35
C 17.974 16.258 16.869 -0.18
C 19.390 16.619 16.907 -0.03
C 19.865 17.728 16.310 -0.08
C 18.907 18.627 15.661 -0.10
C 17.595 18.470 15.790 -0.11
C 14.126 18.334 16.047 -0.37
C 12.813 18.733 16.459 -0.10
C 11.869 19.184 15.511 -0.07
C 12.224 19.192 14.168 -0.09
C 13.501 18.743 13.790 -0.10
C 14.417 18.271 14.691 -0.14
C 14.904 18.418 19.912 -0.20
H 14.231 15.912 22.202 0.09
H 13.210 17.650 23.444 0.12
H 13.297 20.029 22.518 0.10
H 14.062 21.556 20.949 0.11
H 15.109 22.215 18.778 0.10
H 15.727 20.414 17.246 0.09
H 17.639 15.688 17.681 0.02
H 20.081 15.922 17.402 0.11
H 20.858 18.100 16.394 0.08
H 19.218 19.535 15.224 0.08
H 16.956 19.258 15.314 0.12
H 12.537 18.775 17.478 0.06
H 10.909 19.490 15.839 0.09
H 11.555 19.575 13.423 0.09
H 13.731 18.726 12.741 0.10
H 15.437 17.974 14.405 0.10
O 13.720 13.945 8.403 0.06
C 14.654 14.337 9.390 -0.45
O 15.798 14.499 8.980 0.08
C 14.172 14.659 10.689 -0.17
C 12.826 14.904 10.970 -0.05
C 12.353 15.193 12.226 -0.10
C 13.287 15.204 13.315 -0.58
S 12.632 15.490 14.941 0.66
C 14.578 14.793 13.080 -0.11
C 15.073 14.667 11.788 0.02
H 12.861 13.771 8.779 0.07
H 12.065 14.904 10.212 0.10
H 11.290 15.343 12.374 0.10
H 15.278 14.640 13.920 0.07
H 16.108 14.383 11.532 0.13
C 17.497 15.901 14.330 0.02
C 17.038 15.996 15.777 -0.54
O 16.058 15.088 16.066 -0.30
H 17.480 14.819 13.973 0.12
H 18.450 16.317 14.214 0.06
H 16.770 16.393 13.692 0.07
C 14.895 7.962 19.634 -0.04
C 13.720 8.309 18.765 -0.21
C 12.522 7.684 18.972 -0.09
C 11.458 8.088 18.188 -0.63
Cl 9.907 7.304 18.541 0.61
C 11.579 9.057 17.233 -0.11
C 12.736 9.748 17.046 0.02
C 13.827 9.341 17.824 -0.24
O 15.005 9.972 17.786 -0.01
C 15.321 10.708 16.641 -0.08
C 14.887 12.198 16.576 -0.60
O 15.031 12.920 17.611 -0.13
O 14.284 12.621 15.548 -0.06
H 14.610 7.290 20.525 0.10
H 15.311 8.845 20.146 0.08
H 15.685 7.514 19.022 0.08
H 12.319 7.046 19.836 0.11
H 10.718 9.326 16.680 0.07
H 12.723 10.669 16.521 0.09
H 14.967 10.218 15.734 0.14
H 16.401 10.797 16.624 0.14
```

HOMO level in eV: -4.8
Net charge: -1
Relative energy (zero: lowest compared OMol25 entry of this formula, charge and spin) in kJ/mol: 296.6
HOMO-LUMO gap in eV: 6.8
E_LUMO in eV: 1.986
Multiplicity: 1

=====

Entry from OMol25: a cluster of 2 separate species, C5H12NO in total (ωB97M-V/def2-TZVPD).

```
19
Properties=species:S:1:pos:R:3:lowdin_charge:R:1
N 1.220 1.547 -2.062 -0.06
C 0.909 2.173 -0.700 -0.62
O -0.372 2.083 -0.383 -0.34
H 0.393 1.753 -2.621 0.02
H 1.983 2.091 -2.461 0.01
H 1.585 1.623 0.009 0.06
H 1.293 3.230 -0.763 0.06
C -0.999 0.033 1.643 -0.13
C -0.940 -0.669 0.287 -0.28
C 0.076 -1.759 0.308 -0.21
C -0.143 -3.073 0.256 -0.04
H -0.049 0.520 1.860 0.06
H -1.777 0.791 1.628 0.06
H -1.221 -0.693 2.435 0.06
H -0.662 0.102 -0.449 0.07
H -1.924 -1.103 0.065 0.10
H 1.107 -1.438 0.450 0.10
H 0.649 -3.769 0.506 0.03
H -1.130 -3.443 -0.009 0.04
```

HOMO level in eV: -2.6
Net charge: -1
Relative energy (zero: lowest compared OMol25 entry of this formula, charge and spin) in kJ/mol: 87.7
HOMO-LUMO gap in eV: 6.6
E_LUMO in eV: 3.976
Multiplicity: 1